No. 1
Formula: C37H36BrF4FeN2PS2Si
Source: OMol25
Level of theory: ωB97M-V/def2-TZVPD

## Properties
Relative energy (zero: lowest compared OMol25 entry of this formula, charge and spin)   2.5 kcal per mole
HOMO-LUMO gap (alpha / beta)   7.251 / 7.252 eV
LUMO (alpha / beta)   -0.12 / -0.12 eV
Highest occupied orbital energy (alpha / beta)   -0.2710 / -0.2711 hartree

```
85
Properties=species:S:1:pos:R:3:forces:R:3
Fe -0.4769 0.9302 0.6303 -0.16 0.16 -0.06
F -6.6416 -1.7226 2.5971 0.02 0.00 -0.01
C -5.3730 -1.6191 2.2164 -0.02 -0.01 0.01
C -4.6410 -2.7555 1.9274 0.00 -0.01 -0.01
F -5.2095 -3.9539 2.0311 0.01 0.01 0.00
C -3.3188 -2.6326 1.5375 0.00 -0.01 -0.03
F -2.6545 -3.7636 1.2876 0.01 0.00 0.04
C -2.6958 -1.3999 1.4074 0.01 0.06 -0.03
P -0.9095 -1.2112 0.9922 0.01 -0.05 0.02
C -0.2412 -2.2253 2.3760 -0.09 0.01 0.06
C 0.2539 -3.5206 2.2600 0.06 0.02 -0.01
C 0.6641 -4.2187 3.3886 0.00 0.00 0.00
C 0.5591 -3.6416 4.6449 0.00 0.00 0.00
C 0.0493 -2.3561 4.7721 0.02 0.01 0.01
C -0.3360 -1.6502 3.6439 -0.06 0.00 -0.01
C -0.6370 -2.2684 -0.4616 0.04 -0.02 0.05
C -1.6644 -2.7174 -1.2810 0.00 0.00 -0.01
C -1.3822 -3.4713 -2.4087 0.00 0.02 -0.01
C -0.0672 -3.7698 -2.7378 0.00 0.00 0.00
C 0.9655 -3.3085 -1.9357 0.01 0.00 0.01
C 0.6804 -2.5610 -0.8028 -0.01 0.02 -0.03
C -3.4529 -0.2741 1.7195 -0.02 -0.01 -0.03
Br -2.7091 1.4618 1.6845 0.08 0.08 0.11
C -4.7724 -0.3767 2.1169 -0.01 0.02 -0.02
F -5.4919 0.7041 2.4195 0.01 -0.01 0.00
H 0.3063 -3.9959 1.2899 0.00 -0.01 0.00
H 1.0478 -5.2256 3.2842 0.00 0.00 0.00
H 0.8652 -4.1943 5.5241 0.00 0.00 0.00
H -0.0486 -1.9036 5.7509 0.01 0.01 0.00
H -0.7385 -0.6458 3.7423 0.04 0.02 0.01
H -2.6900 -2.4587 -1.0532 0.00 0.00 -0.01
H -2.1919 -3.8149 -3.0401 0.00 0.00 0.00
H 0.1516 -4.3538 -3.6225 0.00 0.00 0.00
H 1.9947 -3.5220 -2.1940 0.00 0.00 0.00
H 1.4962 -2.1952 -0.1892 0.00 -0.01 0.01
C 4.3917 1.2862 -2.0546 -0.02 0.00 0.00
Si 3.7661 3.0445 -2.0946 0.05 0.00 -0.01
C 5.0167 4.1574 -1.2494 -0.01 0.00 0.01
C 3.5689 3.5812 -3.8788 -0.02 0.00 0.00
C 2.1021 3.3322 -1.2523 -0.02 -0.02 -0.03
C 1.6251 4.6401 -1.2327 -0.02 0.01 0.00
C 0.3943 4.9658 -0.6760 0.00 0.01 -0.02
C -0.3637 3.9443 -0.1440 -0.12 -0.07 -0.14
N 0.0594 2.6847 -0.1521 0.26 0.12 0.13
C 1.2662 2.3706 -0.6679 -0.04 0.09 0.06
S 1.5371 0.6626 -0.4557 0.11 -0.10 -0.37
H 5.3475 1.2516 -2.5853 0.00 0.00 0.00
H 3.6992 0.5988 -2.5409 0.00 0.00 0.00
H 4.5484 0.9313 -1.0357 0.00 0.01 0.00
H 5.9986 4.0575 -1.7179 0.00 0.00 0.00
H 5.1178 3.8968 -0.1937 0.00 0.00 0.00
H 4.7282 5.2091 -1.3051 0.00 0.00 0.00
H 4.5106 3.4775 -4.4227 0.00 0.00 0.00
H 3.2528 4.6240 -3.9531 0.00 0.00 0.00
H 2.8174 2.9703 -4.3835 0.00 0.00 0.00
H 2.2262 5.4357 -1.6625 0.00 -0.01 -0.01
H 0.0302 5.9830 -0.6609 0.00 0.00 0.00
H -1.3435 4.1218 0.2838 0.01 0.01 0.03
C -2.0304 -0.0592 -4.3949 0.00 0.01 0.00
C -2.9118 0.5118 -3.2756 0.04 0.00 -0.03
C -3.3494 1.9338 -3.6515 0.00 0.00 0.00
C -4.1565 -0.3694 -3.1074 0.01 0.00 0.01
C -2.1465 0.5530 -2.0167 -0.14 0.02 0.08
C -1.5214 0.6286 -0.9777 0.15 -0.15 -0.03
H -2.5879 -0.1027 -5.3347 0.00 0.00 0.00
H -1.6897 -1.0638 -4.1411 0.00 -0.01 0.01
H -1.1489 0.5668 -4.5399 0.00 0.00 0.00
H -3.9131 1.9246 -4.5884 0.00 0.00 0.00
H -2.4787 2.5792 -3.7744 0.00 0.00 0.00
H -3.9797 2.3597 -2.8694 0.00 0.00 0.00
H -4.7346 -0.3932 -4.0349 0.00 0.00 0.00
H -4.7943 0.0157 -2.3097 0.00 0.00 0.00
H -3.8732 -1.3927 -2.8554 0.01 -0.01 0.00
S 0.6379 1.9753 2.5723 -0.46 -0.16 0.44
C 1.6515 0.8737 3.3662 0.28 -0.16 -0.35
N 2.3648 0.0124 2.5922 -0.16 -0.07 0.16
C 3.2294 -0.9056 3.0597 -0.03 0.00 0.03
C 3.4706 -1.0006 4.3977 0.02 -0.04 -0.02
C 2.7751 -0.1273 5.2518 -0.05 0.00 0.03
C 1.8776 0.7796 4.7564 0.07 0.14 0.00
H 2.1874 0.1074 1.5776 0.12 0.09 -0.03
H 3.7029 -1.5316 2.3166 0.00 0.00 0.00
H 4.1692 -1.7303 4.7765 -0.01 -0.01 0.00
H 2.9396 -0.1854 6.3205 0.00 0.00 0.00
H 1.3227 1.4448 5.4018 0.01 0.00 0.01
```
Forces are in eV/Å.

***

No. 2
Formula: C37H36CaCl3N2O6S2
Source: OMol25
Level of theory: ωB97M-V/def2-TZVPD

## Properties
Relative energy (zero: lowest compared OMol25 entry of this formula, charge and spin)   0.0 kcal per mole
Total charge   -1
HOMO-LUMO gap   6.333 eV
LUMO   1.94 eV
Highest occupied orbital energy   -0.1614 hartree

```
87
Properties=species:S:1:pos:R:3:forces:R:3
Ca 1.3483 0.2831 -0.7979 -0.01 -0.02 -0.05
O 0.8495 -0.2744 1.6365 0.04 0.02 0.03
S 0.2596 -0.2931 3.0025 -0.01 -0.01 0.00
C -1.5398 -0.1322 2.7786 0.02 0.01 0.00
C -2.1198 -1.1811 1.8465 -0.02 0.00 -0.01
C -3.4795 -0.8162 1.2430 0.01 0.00 -0.01
C -3.5576 0.4537 0.3982 0.02 0.00 -0.03
S -2.3869 0.6233 -0.9854 -0.03 -0.03 0.05
O -1.0503 0.6511 -0.3010 0.00 -0.01 -0.03
C -2.6686 -0.9752 -1.7278 0.04 0.00 0.01
C -3.7510 -1.0796 -2.5888 0.00 0.01 -0.01
C -4.0397 -2.3105 -3.1587 0.00 0.00 0.00
C -3.2379 -3.4093 -2.8766 0.00 0.00 0.01
C -2.1378 -3.2805 -2.0394 -0.03 -0.02 -0.01
C -1.8426 -2.0535 -1.4639 -0.02 0.02 -0.01
C 0.2759 -2.0126 3.4991 -0.01 0.00 0.01
C 0.5576 -2.9586 2.5302 -0.01 -0.01 0.00
C 0.5576 -4.3021 2.8799 -0.01 0.00 0.00
C 0.2867 -4.6748 4.1891 0.00 0.00 0.00
C 0.0173 -3.7116 5.1564 -0.01 0.00 0.01
C 0.0151 -2.3675 4.8152 0.00 0.00 -0.01
H -1.6354 0.8767 2.3759 -0.01 0.01 0.00
H -1.9742 -0.1487 3.7823 -0.01 0.00 0.00
H -2.2340 -2.1238 2.3852 0.00 0.00 0.00
H -1.3990 -1.3591 1.0511 0.00 0.00 -0.01
H -4.2193 -0.7090 2.0447 0.00 0.00 0.00
H -3.8099 -1.6580 0.6306 0.00 0.00 0.00
H -3.3766 1.3575 0.9862 0.00 0.00 0.00
H -4.5490 0.5491 -0.0520 -0.01 0.00 0.01
H -4.3435 -0.2047 -2.8331 0.00 0.00 0.00
H -4.8747 -2.4046 -3.8414 0.00 0.00 0.00
H -3.4584 -4.3661 -3.3338 0.00 0.00 0.00
H -1.4807 -4.1166 -1.8352 0.00 0.01 0.01
H -0.9435 -1.9424 -0.8720 0.01 -0.02 0.01
H 0.7592 -2.6359 1.5174 0.02 0.00 0.01
H 0.7629 -5.0373 2.1124 0.00 0.00 0.00
H 0.2901 -5.7224 4.4636 0.00 0.00 0.00
H -0.1820 -4.0086 6.1785 0.00 0.00 0.00
H -0.1787 -1.6069 5.5638 0.00 0.00 0.00
O 5.5677 1.4286 -0.0503 0.00 0.02 -0.01
C 4.3430 1.3080 -0.0771 -0.03 -0.02 0.00
O 3.6201 0.6721 -0.8913 -0.03 -0.03 0.05
C 3.5733 2.0540 1.0348 0.01 -0.01 -0.02
C 4.3079 2.6412 2.0997 0.00 0.01 0.01
C 3.6412 3.2963 3.0838 0.00 0.00 0.00
C 2.2283 3.4010 3.0143 0.02 -0.01 0.01
C 1.4559 4.0768 3.9874 -0.01 0.00 0.00
C 0.0977 4.1597 3.8637 0.01 0.00 0.00
C -0.5455 3.5671 2.7552 0.00 0.00 0.01
C 0.1764 2.9017 1.8036 0.00 -0.01 -0.02
C 1.5838 2.8008 1.9138 0.01 0.01 0.02
N 2.2701 2.1225 0.9472 -0.01 0.04 0.03
H 5.3824 2.5333 2.0776 0.00 0.00 0.00
H 4.1659 3.7462 3.9197 0.00 0.00 0.00
H 1.9630 4.5301 4.8318 0.00 0.00 0.00
H -0.4875 4.6809 4.6109 0.00 0.00 0.00
H -1.6229 3.6428 2.6616 0.00 0.00 0.00
H -0.3032 2.4248 0.9568 0.00 -0.01 0.00
C 2.2449 2.6020 -3.1097 0.00 0.00 0.01
N 1.1326 2.6742 -2.1623 0.01 -0.01 -0.01
C 1.2045 3.9387 -1.4480 0.00 0.00 -0.01
C -0.1490 2.5902 -2.8650 -0.02 0.00 -0.01
C -0.3880 1.2628 -3.5636 0.03 0.02 -0.01
C -1.2704 1.2612 -4.6468 0.00 0.02 0.01
C -1.5340 0.0843 -5.3315 -0.01 -0.02 0.01
C -0.8872 -1.0813 -4.9334 -0.01 0.02 -0.01
C -0.0187 -1.0505 -3.8478 -0.01 0.02 -0.01
C 0.2626 0.1063 -3.0984 0.01 -0.05 0.00
H 2.1937 3.4331 -3.8333 0.00 0.00 0.00
H 2.2062 1.6572 -3.6467 0.00 0.00 0.00
H 3.1888 2.6502 -2.5685 0.00 0.00 0.00
H 1.1233 4.7963 -2.1379 0.00 0.00 0.00
H 2.1532 4.0116 -0.9171 0.00 0.00 0.00
H 0.3944 4.0091 -0.7208 0.00 0.00 0.00
H -0.2243 3.4153 -3.5980 0.00 0.01 0.00
H -0.9327 2.7716 -2.1185 0.01 0.00 0.00
H -1.7478 2.1868 -4.9643 0.00 0.00 0.00
H -2.2197 0.0793 -6.1719 0.00 0.00 0.00
H -1.0677 -2.0099 -5.4671 0.00 0.00 0.00
H 0.4527 -1.9889 -3.5571 0.00 0.00 0.00
Cl 3.5381 -2.6558 -2.3897 0.00 0.00 0.00
C 2.9617 -3.6079 -1.0204 0.00 0.00 0.03
Cl 3.8836 -3.1665 0.4436 0.01 0.00 0.00
Cl 3.2138 -5.3306 -1.3550 0.00 0.00 0.00
C 1.4497 -3.2767 -0.7081 -0.04 -0.01 -0.12
O 0.7018 -4.2186 -0.4650 0.00 0.01 0.01
O 1.2067 -2.0490 -0.7007 0.05 0.03 0.10
```
Forces are in eV/Å.

***

no.,molecular weight (g/mol)
1,843.6
2,815.3